Entry 1:
A structure of composition C56H60F6N5O11PS2SiTeTi at a distorted geometry. Source: OMol25; level of theory: ωB97M-V with the def2-TZVPD basis set.

Computed properties:
- ΔE to the lowest compared entry with this formula, charge and spin (kJ/mol) = 0.0
- multiplicity = 1
- E (eV) = -174572.5296
- charge = -2
- LUMO (eV) = 3.8
- orbital gap (eV) = 6.361

Element x y z (Å)
Ti (-0.1701, -0.4486, 0.3976)
F (-3.7820, 4.1411, 1.7215)
C (-3.3265, 2.9457, 1.2935)
F (-4.0378, 2.6552, 0.2003)
F (-3.6666, 2.0600, 2.2419)
S (-1.4255, 3.0332, 1.0846)
O (-1.0661, 1.6170, 0.9876)
O (-1.1929, 3.7666, 2.2931)
N (-1.2875, 3.8211, -0.2454)
S (-0.5365, 2.9002, -1.3892)
O (0.6000, 3.6386, -1.9274)
O (1.1625, 0.3757, -0.9092)
C (-1.8890, 3.5922, -2.6027)
F (-1.8178, 3.1312, -3.8834)
F (-3.1375, 3.3047, -2.1998)
F (-1.8028, 4.9215, -2.6907)
C (3.7034, 1.4397, 3.1863)
O (2.9441, 2.1963, 2.2764)
P (1.4869, 1.6034, 1.6730)
O (0.6634, 1.5816, 3.0734)
C (0.6939, 2.5814, 4.0804)
O (1.1256, 3.0492, 1.0120)
C (2.0036, 4.0818, 0.5746)
H (4.0522, 2.1164, 3.9725)
H (4.5735, 1.0037, 2.6846)
H (3.1180, 0.6375, 3.6420)
H (1.3084, 2.2320, 4.9157)
H (-0.3285, 2.7480, 4.4161)
H (1.0832, 3.5221, 3.6939)
H (1.3645, 4.9500, 0.4109)
H (2.4691, 3.8003, -0.3680)
H (2.7617, 4.2918, 1.3269)
C (2.9236, -3.5485, 2.7480)
C (1.6842, -3.9516, 2.2714)
C (0.8793, -3.0629, 1.5778)
C (1.2500, -1.7331, 1.3139)
C (2.5259, -1.3886, 1.7704)
C (3.3431, -2.2585, 2.4817)
H (3.5584, -4.2331, 3.2978)
H (1.3386, -4.9636, 2.4414)
H (-0.0765, -3.4136, 1.2047)
H (2.9251, -0.4102, 1.5299)
H (4.3176, -1.9229, 2.8195)
N (-3.0279, 0.4617, -2.9452)
C (-1.8229, 0.3201, -2.3427)
N (-1.9198, 0.0579, -1.0702)
C (-3.2765, 0.0389, -0.7871)
C (-3.9614, -0.1722, 0.4087)
C (-5.3391, -0.0861, 0.3758)
C (-6.0327, 0.1933, -0.8025)
C (-5.3729, 0.3935, -1.9980)
C (-3.9895, 0.3103, -1.9730)
H (-3.1659, 0.6753, -3.9172)
H (-0.8996, 0.3942, -2.8897)
H (-3.4185, -0.3671, 1.3212)
H (-5.8906, -0.2296, 1.2939)
H (-7.1114, 0.2582, -0.7761)
H (-5.9094, 0.6156, -2.9103)
C (-0.7412, -1.1249, 4.0350)
C (-1.6586, -1.4055, 2.8295)
O (-2.7640, -1.9345, 3.0638)
N (-1.2251, -1.0586, 1.6434)
Te (-2.7567, -2.9490, -0.0783)
C (-4.8957, -3.2975, -0.5555)
C (-5.8151, -3.5074, 0.4814)
C (-5.4384, -3.5228, 1.9358)
C (-7.1663, -3.6932, 0.1976)
C (-7.6574, -3.6454, -1.0938)
C (-9.1099, -3.8846, -1.4024)
C (-6.7608, -3.3452, -2.1050)
C (-5.4061, -3.1547, -1.8534)
C (-4.5697, -2.7697, -3.0423)
C (-2.0632, -5.0219, -0.3854)
C (-1.6564, -5.5224, -1.6248)
C (-1.9008, -4.8136, -2.9225)
C (-0.9887, -6.7434, -1.7068)
C (-0.6801, -7.4793, -0.5807)
C (0.0673, -8.7805, -0.6790)
C (-1.0811, -6.9796, 0.6514)
C (-1.7651, -5.7771, 0.7630)
C (-2.1847, -5.3263, 2.1337)
H (-0.9480, -0.1152, 4.3841)
H (0.3064, -1.1872, 3.7465)
H (-0.9692, -1.8405, 4.8236)
H (-4.4818, -3.0358, 2.1150)
H (-5.3854, -4.5503, 2.3013)
H (-6.2034, -3.0061, 2.5164)
H (-7.8518, -3.8707, 1.0193)
H (-9.6789, -4.0693, -0.4927)
H (-9.2222, -4.7493, -2.0582)
H (-9.5450, -3.0242, -1.9123)
H (-7.1253, -3.2494, -3.1218)
H (-5.1172, -2.0640, -3.6676)
H (-4.3405, -3.6454, -3.6484)
H (-3.6358, -2.3127, -2.7254)
H (-2.1208, -3.7669, -2.7440)
H (-2.7455, -5.2685, -3.4441)
H (-1.0214, -4.8822, -3.5607)
H (-0.6821, -7.1040, -2.6823)
H (0.3282, -8.9991, -1.7132)
H (-0.5374, -9.6044, -0.2956)
H (0.9868, -8.7410, -0.0944)
H (-0.8367, -7.5382, 1.5486)
H (-1.8854, -6.0566, 2.8860)
H (-3.2649, -5.1984, 2.1649)
H (-1.7470, -4.3627, 2.3920)
C (1.4902, -0.0839, -6.4185)
C (2.2910, -1.0406, -5.8178)
C (2.5783, -0.9603, -4.4652)
C (2.0802, 0.0730, -3.6760)
C (1.2720, 1.0233, -4.2982)
C (0.9798, 0.9503, -5.6505)
Si (2.4544, 0.2171, -1.8028)
C (3.7121, -1.2148, -1.5178)
C (5.0529, -1.0481, -1.8732)
C (5.9831, -2.0625, -1.7182)
C (5.5932, -3.2905, -1.2059)
C (4.2682, -3.4820, -0.8545)
C (3.3462, -2.4589, -1.0112)
C (3.6325, 1.7106, -1.6197)
C (3.7186, 2.7307, -2.5602)
C (4.5985, 3.7886, -2.3964)
C (5.4155, 3.8482, -1.2788)
C (5.3349, 2.8481, -0.3231)
C (4.4543, 1.7956, -0.4993)
H (1.2636, -0.1476, -7.4765)
H (2.6985, -1.8518, -6.4074)
H (3.1970, -1.7197, -4.0077)
H (0.8756, 1.8392, -3.7077)
H (0.3586, 1.7106, -6.1065)
H (5.3865, -0.1008, -2.2789)
H (7.0158, -1.9005, -2.0071)
H (6.3167, -4.0895, -1.0871)
H (3.9367, -4.4348, -0.4633)
H (2.3242, -2.6461, -0.7263)
H (3.0912, 2.6863, -3.4377)
H (4.6579, 4.5646, -3.1488)
H (6.1127, 4.6670, -1.1504)
H (5.9703, 2.8813, 0.5532)
H (4.4148, 0.9950, 0.2287)
O (0.8976, -3.3325, -2.4465)
N (0.1255, -2.4210, -2.2067)
O (-0.4775, -1.8287, -3.0968)
O (-0.1004, -2.1037, -0.9893)

Atoms 1-2, force components in eV/Å:
-0.07 0.18 -1.36
0.24 0.10 -0.09

Atomic partial charges in e from the Mulliken method, atoms 1 to 2: atom 1 (Ti): -1.052, atom 2 (F): -0.288

***

Entry 2:
A cluster of 2 separate species, C9H14 in total at a distorted geometry. Source: OMol25; level of theory: ωB97M-V with the def2-TZVPD basis set.

Computed properties:
- ΔE to the lowest compared entry with this formula, charge and spin (kJ/mol) = 52.2
- multiplicity = 1
- E (eV) = -9559.6409
- charge = 0
- LUMO (eV) = 1.0
- orbital gap (eV) = 10.021

Element x y z (Å)
C (3.2428, 0.2310, 0.0852)
C (1.9907, -0.1852, 0.7698)
C (0.6965, 0.1329, 0.4144)
C (-0.4108, -0.0446, 1.2489)
C (-0.2401, -0.6088, 2.4992)
C (1.0215, -1.1174, 2.8127)
C (2.0978, -0.9148, 1.9679)
H (3.8962, -0.5743, -0.2614)
H (3.8728, 0.7578, 0.8092)
H (3.1430, 0.9072, -0.7626)
H (0.4105, 0.5339, -0.5494)
H (-1.3983, 0.1972, 0.8811)
H (-0.9962, -0.6840, 3.2703)
H (1.2355, -1.6350, 3.7335)
H (3.0175, -1.4285, 2.2323)
C (-2.2449, 1.1697, -2.4645)
C (-3.1725, -0.0578, -2.3902)
H (-1.4947, 1.0140, -3.2067)
H (-2.8256, 2.0563, -2.6889)
H (-1.7899, 1.3480, -1.4909)
H (-3.7417, -0.1948, -3.2854)
H (-2.5694, -0.9348, -2.1461)
H (-3.7407, 0.0321, -1.4784)

Atoms 1-2, force components in eV/Å:
1.02 0.31 -0.40
-0.28 -0.72 1.00

Atomic partial charges in e from the Mulliken method, atoms 1 to 2: atom 1 (C): -1.409, atom 2 (C): 0.338

***

Entry 3:
A structure of composition C3H2FO2Pd at a distorted geometry. Source: OMol25; level of theory: ωB97M-V with the def2-TZVPD basis set.

Computed properties:
- ΔE to the lowest compared entry with this formula, charge and spin (kJ/mol) = 56.0
- multiplicity = 4
- E (eV) = -13426.5753
- charge = 0
- <S²> = 3.795
- LUMO (alpha / beta) (eV) = -0.8 / -3.6
- orbital gap (alpha / beta) (eV) = 5.000 / 6.650

Element x y z (Å)
O (-0.6167, 1.3301, 0.4744)
C (0.7952, 1.9706, -0.2949)
C (-0.5808, 0.0048, 0.6521)
O (1.3853, 0.9814, -0.7184)
C (0.1875, -0.6148, -0.4342)
F (-0.0597, -0.3282, 1.9106)
H (-0.0536, -0.5256, -1.4994)
H (0.8844, -1.3878, -0.0960)
Pd (-1.9416, -1.4305, 0.0057)

Atoms 1-2, force components in eV/Å:
-2.19 -1.16 1.08
3.89 -5.54 -2.62

Atomic partial charges in e from the Mulliken method, atoms 1 to 2: atom 1 (O): -0.327, atom 2 (C): 0.199

***

Entry 4:
A structure of composition C12H28BCs2O6S3 at a distorted geometry. Source: OMol25; level of theory: ωB97M-V with the def2-TZVPD basis set.

Computed properties:
- ΔE to the lowest compared entry with this formula, charge and spin (kJ/mol) = 970.2
- multiplicity = 1
- E (eV) = -59444.7995
- charge = +1
- LUMO (eV) = -3.9
- orbital gap (eV) = 7.419

Element x y z (Å)
Cs (7.9510, -16.3413, 9.3698)
Cs (9.1357, -13.0617, 11.0377)
B (6.7740, -13.9220, 9.2568)
H (7.6525, -13.4864, 9.7070)
H (6.1076, -14.3647, 9.9808)
H (6.1050, -13.2796, 8.7055)
H (7.0844, -14.7532, 8.6427)
C (4.9348, -16.1319, 8.4721)
C (4.9192, -15.4870, 7.0405)
C (3.7663, -16.1093, 6.2385)
S (2.4657, -16.1739, 7.4012)
O (1.5201, -17.1728, 7.0602)
O (1.9411, -14.8115, 7.4624)
C (3.5071, -16.5892, 8.8983)
H (5.3063, -15.2464, 8.9878)
H (5.6472, -16.9558, 8.4301)
H (5.9476, -15.5743, 6.6901)
H (4.7962, -14.4043, 7.0125)
H (3.9212, -17.1796, 6.1017)
H (3.3521, -15.5463, 5.4021)
H (3.3697, -17.6700, 8.9299)
H (2.9901, -16.0053, 9.6598)
C (8.0092, -9.9415, 9.5453)
C (7.4058, -8.4010, 9.7395)
C (5.9381, -8.6160, 10.3552)
S (5.4482, -10.4550, 10.1910)
O (4.2310, -10.6374, 9.5136)
O (5.6956, -11.0170, 11.4457)
C (6.8804, -10.7764, 9.1193)
H (8.3959, -10.2950, 10.5011)
H (8.8417, -10.1366, 8.8692)
H (7.4739, -8.0258, 8.7183)
H (7.9520, -7.8376, 10.4960)
H (5.2302, -8.0710, 9.7307)
H (5.7509, -8.5501, 11.4270)
H (6.5070, -10.5619, 8.1180)
H (6.9126, -11.8658, 9.1001)
C (4.0315, -15.0427, 11.3620)
C (3.8648, -13.9663, 10.3523)
C (4.0694, -12.6356, 11.0206)
S (3.8676, -12.9617, 12.8641)
O (2.6240, -12.2582, 13.2773)
O (5.0892, -12.8068, 13.6155)
C (3.3711, -14.6803, 12.7578)
H (5.0470, -15.3364, 11.6278)
H (3.6116, -15.9888, 11.0204)
H (2.8923, -13.9560, 9.8602)
H (4.5784, -13.8961, 9.5313)
H (3.2386, -11.9793, 10.7616)
H (5.0459, -12.1632, 10.9138)
H (2.2816, -14.6915, 12.7258)
H (3.6284, -15.3035, 13.6143)

Atoms 1-2, force components in eV/Å:
2.37 -4.19 1.45
2.03 1.09 2.29

Atomic partial charges in e from the Mulliken method, atoms 1 to 2: atom 1 (Cs): 1.139, atom 2 (Cs): 1.117